{
  "formula": "C4H7NS2",
  "method": "the ωB97M-V functional and the def2-TZVPD basis",
  "smiles": "C[C@H]1S[C@@H]1C(N)=S",
  "total_energy_ev": -27421.7390,
  "lumo_energy_ha": 0.01954,
  "elements": ["C", "C", "S", "C", "C", "N", "S", "H", "H", "H", "H", "H", "H", "H"],
  "positions_angstrom": [[-1.762, 1.384, 0.097], [-0.853, 0.171, 0.299], [-1.095, -1.306, -0.697], [0.229, -0.109, -0.705], [1.620, -0.528, -0.221], [1.754, -1.636, 0.467], [2.824, 0.594, -0.468], [-2.017, 1.407, -0.962], [-1.328, 2.345, 0.384], [-2.694, 1.183, 0.733], [-0.606, 0.014, 1.369], [0.227, 0.582, -1.589], [1.010, -2.241, 0.556], [2.690, -1.860, 0.737]],
  "forces_ev_per_angstrom": [[-1.10, -1.24, 0.60], [0.54, 0.90, 0.83], [-0.61, -0.46, 0.08], [0.60, 0.45, -0.36], [-0.56, 2.47, -0.79], [1.54, 1.01, -0.25], [-0.14, -0.56, 0.01], [-0.31, 0.21, 0.05], [0.18, -0.31, 0.11], [1.12, 0.56, -1.07], [0.01, -0.22, -0.82], [0.28, -0.81, 1.03], [-1.74, -1.67, 0.25], [0.16, -0.33, 0.33]],
  "lowdin_charge": [-0.1067, -0.6071, 0.8776, -0.6048, -0.9020, 0.1043, 0.6073, 0.0670, 0.0785, 0.1004, 0.1209, 0.1160, 0.0446, 0.1040]
}